Entry from the OMol25 dataset: a structure of composition C39H28Cl5FMoN9O7S in a non-equilibrium geometry (wB97M-V/def2-TZVPD).

## Properties
**Multiplicity**: 3
**Charge**: +1
**Kohn-Sham gap (alpha / beta)**: 3.15 / 3.58 eV
**HOMO (alpha / beta)**: -9.1 / -9.1 eV
**Energy above the lowest of the compared OMol25 structures with the same formula, charge and spin**: 123.3 kcal per mole
**Maximum force**: 0.0765 hartree/bohr
**<S²>**: 2.020

Structure (XYZ):
```
91
Properties=species:S:1:pos:R:3:mulliken_charge:R:1
Mo -0.12023 0.56073 0.42510 -1.65
C 1.08870 2.16259 -2.36379 -1.44
N 0.63049 2.32450 -0.94992 1.29
C 1.71337 2.91917 -0.17559 -0.78
C 1.21290 3.18393 1.20518 -0.19
C 1.61320 4.32833 1.87139 -1.00
C 1.12721 4.59308 3.14086 -0.88
C 0.24634 3.67172 3.68544 -0.98
C -0.10828 2.55643 2.95500 -0.33
N 0.32895 2.28374 1.70417 1.97
C -0.53060 3.23641 -0.99705 -0.45
C -1.69595 2.43762 -1.48782 -0.26
C -2.49262 2.79711 -2.55794 -1.14
C -3.48553 1.91951 -2.96596 -0.59
C -3.63450 0.72393 -2.28056 -0.99
C -2.79944 0.45303 -1.21176 -0.43
N -1.84735 1.29472 -0.81081 1.47
C 2.54620 0.28385 -2.64049 -0.04
C 3.60543 -0.18679 -3.70759 -1.10
C 4.38689 -1.32573 -3.31841 -0.83
C 4.04244 -2.05124 -2.22826 -1.41
C 3.15483 -1.47833 -1.27293 0.38
N 2.53220 -0.35639 -1.41234 0.75
H 1.13272 3.17038 -2.80912 0.16
H 0.34186 1.56793 -2.90511 0.75
H 2.07764 3.84231 -0.64616 0.75
H 2.53276 2.19222 -0.15827 0.39
H 2.30921 5.00025 1.39268 0.57
H 1.43021 5.47505 3.67742 0.49
H -0.16059 3.80653 4.67613 0.56
H -0.80212 1.87109 3.41301 0.14
H -0.33447 4.11116 -1.62742 0.59
H -0.75166 3.58978 0.01693 0.38
H -2.32240 3.73386 -3.06407 0.57
H -4.09788 2.15065 -3.82131 0.47
H -4.38436 0.00820 -2.57538 0.49
H -2.88737 -0.47054 -0.65044 0.54
H 4.08379 0.57525 -4.30813 0.56
H 5.26704 -1.56204 -3.89699 0.53
H 4.58676 -2.93949 -1.95391 0.58
H 3.09816 -1.93127 -0.29161 0.07
Cl 3.17200 1.20862 2.14663 -0.22
C 2.62313 -0.40338 1.98269 1.15
C 1.37617 -0.63680 1.39824 0.50
C 1.01676 -1.99296 1.39260 1.26
Cl -0.58951 -2.33126 0.85371 -0.12
C 1.80621 -3.04104 1.83883 -0.30
Cl 1.26454 -4.66691 1.73449 -0.15
C 3.05649 -2.74107 2.39051 0.48
Cl 4.05963 -3.99195 2.98005 -0.13
C 3.45468 -1.40620 2.48162 -0.20
Cl 4.95043 -1.01717 3.22547 -0.15
F 1.53123 -1.92387 -7.58212 -0.29
C 1.53891 -1.37693 -6.35777 -0.01
C 1.41005 -2.14992 -5.26868 -0.21
N 1.52724 -1.64166 -3.98741 0.72
C 0.54509 -2.05446 -2.99297 -1.14
C -0.18427 -0.81730 -2.43515 -0.17
O -0.82243 -0.07309 -3.16397 -0.51
O -0.00258 -0.61931 -1.18989 0.33
C 2.08668 -0.32823 -3.93642 0.06
O 2.38223 1.66807 -2.50772 -0.46
N 1.58729 0.52401 -4.96093 0.04
C 1.52185 0.09204 -6.27576 0.44
O 1.34824 0.85752 -7.18885 -0.64
H 1.24729 -3.21427 -5.34802 0.51
H 1.03491 -2.58329 -2.16876 0.18
H -0.19263 -2.70372 -3.46535 0.58
H 1.63343 1.52233 -4.83304 0.20
O -2.01498 -2.33137 8.30093 -0.64
S -3.21717 -1.81529 8.89618 1.14
O -3.16783 -0.44806 9.36917 -0.66
O -4.06908 -2.73897 9.58239 -0.64
C -4.23850 -1.33794 7.37818 0.18
N -5.51616 -1.17447 7.55453 -0.44
C -6.17345 -0.62352 6.54399 -0.47
C -5.53088 -0.28923 5.35638 -0.59
C -4.15623 -0.53362 5.27813 0.13
N -3.51969 -1.04782 6.34296 -0.28
C -3.30255 -0.26013 4.12814 1.23
C -3.66179 0.53109 3.02901 -1.38
C -2.74852 0.77853 2.03037 -0.80
N -1.48926 0.29108 2.00533 1.01
C -1.14182 -0.45406 3.08929 -0.67
C -1.98765 -0.74694 4.12817 -1.37
H -7.23064 -0.45403 6.69502 0.42
H -6.08606 0.12728 4.53308 0.35
H -4.63823 0.98201 2.96396 0.42
H -3.03417 1.41278 1.20238 0.71
H -0.11082 -0.77206 3.16245 0.86
H -1.63410 -1.31479 4.97623 0.76
```

=====

Entry from the OMol25 dataset: a structure of composition C37H28ClNO2P2S3SbTeZn (wB97M-V/def2-TZVPD).

## Properties
**Multiplicity**: 2
**Charge**: -2
**Kohn-Sham gap (alpha / beta)**: 5.63 / 6.19 eV
**HOMO (alpha / beta)**: -2.0 / -2.5 eV
**Maximum force**: 0.0094 hartree/bohr
**<S²>**: 0.760

Structure (XYZ):
```
77
Properties=species:S:1:pos:R:3:mulliken_charge:R:1
Zn 2.36970 1.08378 0.73075 1.24
S 6.34230 4.05031 0.55906 -0.68
Sb 5.17280 2.21034 -0.10655 0.57
S 4.67603 0.54962 1.46359 -0.61
S 2.99871 2.57384 -0.97930 -0.58
Te -1.61665 -2.38564 0.23206 0.36
C -1.90892 -3.14306 -1.73099 0.01
C -2.26137 -4.47506 -1.93859 -0.41
C -2.48460 -4.92918 -3.22818 -0.34
N -2.37332 -4.17222 -4.31861 -0.68
C -2.03589 -2.89783 -4.11448 -0.49
C -1.80795 -2.34283 -2.86550 -0.06
C -0.16004 -0.94382 -0.01384 -1.11
P -0.40352 0.79852 -0.11577 1.70
C -0.45061 1.36722 -1.85478 0.48
C -0.84365 2.67918 -2.13143 -0.73
C -0.73082 3.19541 -3.41171 -0.60
C -0.19924 2.42052 -4.43580 -0.54
C 0.23143 1.13128 -4.16362 -0.73
C 0.11063 0.61306 -2.88126 -0.92
C -2.11099 1.10922 0.46071 0.29
C -2.32350 1.03147 1.83835 -0.48
C -3.59067 1.20655 2.37189 -0.76
C -4.66807 1.47184 1.53741 -0.58
C -4.47002 1.54660 0.16608 -0.67
C -3.20278 1.35927 -0.36847 -0.45
P 1.47467 -1.18235 0.55788 1.36
C 1.47108 -2.07067 2.15210 0.01
C 1.42396 -3.46315 2.24311 -0.23
C 1.32037 -4.07920 3.48069 -0.67
C 1.25596 -3.31037 4.63730 -0.41
C 1.30375 -1.92798 4.55209 -0.77
C 1.42054 -1.30724 3.31429 -0.25
C 2.38005 -2.34621 -0.50959 0.19
C 3.70674 -2.65670 -0.20790 -0.22
C 4.43182 -3.49658 -1.03812 -0.69
C 3.84360 -4.03632 -2.17594 -0.47
C 2.52659 -3.72886 -2.48253 -0.75
C 1.79909 -2.88468 -1.65378 -0.07
H -2.34698 -5.16687 -1.10821 0.33
H -2.75843 -5.96802 -3.39275 0.34
H -1.94610 -2.27737 -5.00130 0.41
H -1.55924 -1.29267 -2.78072 0.46
H -1.22964 3.30265 -1.33091 0.57
H -1.04120 4.21528 -3.60754 0.40
H -0.09657 2.83178 -5.43301 0.34
H 0.68228 0.53063 -4.94524 0.44
H 0.48585 -0.37854 -2.65378 0.49
H -1.48609 0.83316 2.50143 0.35
H -3.73087 1.14903 3.44495 0.45
H -5.65782 1.62031 1.95367 0.35
H -5.30657 1.74328 -0.49478 0.39
H -3.06287 1.40638 -1.44168 0.38
H 1.46599 -4.06167 1.34058 0.39
H 1.28183 -5.16099 3.54131 0.38
H 1.16772 -3.79367 5.60406 0.35
H 1.24722 -1.30749 5.43783 0.46
H 1.45703 -0.22444 3.27677 0.12
H 4.17630 -2.21329 0.66278 0.29
H 5.46573 -3.71911 -0.80234 0.40
H 4.41518 -4.68970 -2.82502 0.35
H 2.05966 -4.14429 -3.36817 0.46
H 0.76792 -2.64301 -1.88459 -0.03
Cl -2.24698 7.20592 0.80942 -0.29
C -1.39281 5.82363 1.45934 0.62
C -1.91107 5.17690 2.56905 -0.77
C -1.22830 4.07981 3.07320 -0.30
C -0.05633 3.63520 2.47684 0.21
C 0.44254 4.30203 1.36303 0.15
C -0.22303 5.40555 0.84809 -1.02
C 0.64040 2.38212 2.99991 0.15
O 0.17101 1.80991 3.98592 -0.77
O 1.66549 2.04574 2.33232 -0.77
H -2.83518 5.52082 3.01393 0.40
H -1.59862 3.53570 3.93277 0.44
H 1.34646 3.93722 0.88970 0.41
H 0.15889 5.92997 -0.01745 0.44
```

=====

Entry from the OMol25 dataset: the molecule C21H25NO6 in a non-equilibrium geometry (wB97M-V/def2-TZVPD).

## Properties
**Multiplicity**: 1
**Kohn-Sham gap**: 7.40 eV
**HOMO**: -7.8 eV
**Energy above the lowest of the compared OMol25 structures with the same formula, charge and spin**: 99.9 kcal per mole
**SMILES**: COCCN(CCOC)Cc1c(O)ccc2c1O/C(=C\c1ccc(C)o1)C2=O
**Maximum force**: 0.0269 hartree/bohr

Structure (XYZ):
```
53
Properties=species:S:1:pos:R:3:mulliken_charge:R:1
C 3.23528 -1.27888 2.78615 -0.75
O 2.34536 -1.53185 1.72988 -0.36
C 1.78948 -0.37479 1.14147 -0.49
C 0.57808 0.20275 1.89841 -0.98
N -0.70301 -0.45331 1.66394 0.10
C -0.71397 -1.87487 1.97988 -0.76
C -0.55328 -2.11860 3.48123 -0.39
O -1.13653 -3.36635 3.77752 -0.34
C -1.02231 -3.71766 5.13116 -0.70
C -1.24554 -0.16034 0.33780 -0.78
C -1.61677 1.29539 0.21204 0.60
C -2.29294 1.97760 1.23672 0.30
O -2.56112 1.37200 2.40579 -0.75
C -2.70080 3.30841 1.07196 -0.91
C -2.44066 3.99691 -0.09171 -0.62
C -1.74800 3.34721 -1.10644 0.41
C -1.34942 2.01448 -0.93770 0.25
O -0.68303 1.52770 -2.02027 -0.36
C -0.62225 2.53804 -2.94579 0.59
C -0.02060 2.42058 -4.14830 -0.64
C 0.64716 1.26651 -4.64362 0.81
C 1.26700 1.05638 -5.85907 -0.64
C 1.76894 -0.25670 -5.82642 -0.59
C 1.43020 -0.76961 -4.60112 0.33
C 1.68829 -2.09775 -3.98914 -1.15
O 0.75438 0.14532 -3.88674 -0.18
C -1.29682 3.75670 -2.43200 -0.30
O -1.41260 4.81824 -3.01448 -0.70
H 2.75109 -0.76897 3.62721 0.31
H 4.08247 -0.66795 2.44991 0.32
H 3.59964 -2.24924 3.11812 0.25
H 2.55832 0.40507 1.05316 0.43
H 1.49088 -0.67344 0.13316 0.20
H 0.46060 1.25048 1.60978 0.43
H 0.77589 0.16984 2.97239 0.59
H 0.05482 -2.43577 1.43534 0.31
H -1.69125 -2.27772 1.70248 0.40
H 0.50704 -2.12505 3.77026 0.25
H -1.06485 -1.32018 4.04491 0.31
H 0.02903 -3.79674 5.43598 0.28
H -1.50580 -4.68558 5.24372 0.26
H -1.52008 -2.98295 5.77692 0.29
H -0.56221 -0.42331 -0.48107 0.24
H -2.15242 -0.76317 0.21358 0.46
H -2.07335 0.51743 2.41967 0.43
H -3.22647 3.77340 1.89031 0.43
H -2.75532 5.01969 -0.22311 0.50
H -0.04887 3.28648 -4.79187 0.46
H 1.34306 1.76156 -6.66108 0.53
H 2.30856 -0.76149 -6.60150 0.46
H 2.30245 -1.99138 -3.09523 0.25
H 2.20203 -2.73799 -4.69954 0.34
H 0.75020 -2.56654 -3.69469 0.28
```